A cluster of 5 separate species, C32H63Cl2F2IN3O8S in total in a non-equilibrium geometry, computed with the ωB97M-V functional and the def2-TZVPD basis.

Total energy in eV: -104463.039
Orbital gap in eV: 8.8
Maximum force in Eh/bohr: 0.0254
Charge: +1

Each atom is followed by the atoms it is bonded to, with distances in Å.
Element x y z (Å)
1 C 4.85002 -1.09717 4.32968  C2 1.526, H42 1.086, H43 1.084, H44 1.086
2 C 5.05422 -0.01230 3.27644  C1 1.526, C3 1.520, H45 1.085, H46 1.090
3 C 3.75522 0.55232 2.72602  C2 1.520, F4 1.395, C5 1.525, H47 1.098
4 F 3.07673 1.12292 3.80339  C3 1.395
5 C 2.79805 -0.43628 2.06848  C3 1.525, C6 1.571, C36 1.527, H48 1.084
6 C 1.33258 0.12919 2.07486  C5 1.571, C7 1.549, C11 1.534, H49 1.083
7 C 0.47310 -0.33666 3.27585  C6 1.549, C8 1.546, H50 1.081, H51 1.087
8 C 0.16683 0.77744 4.30263  C7 1.546, C9 1.529, H52 1.084, H53 1.086
9 C -1.33889 1.01082 4.43350  C8 1.529, I10 2.140, H54 1.084, H55 1.083
10 I -1.80603 2.03031 6.25611  C9 2.140
11 C 0.76306 -0.11771 0.67162  C6 1.534, F12 1.364, C13 1.535, N26 1.534
12 F -0.47223 -0.69622 0.64771  C11 1.364
13 C 0.59881 1.24167 -0.02194  C11 1.535, C14 1.542, H56 1.086, H57 1.089
14 C -0.45827 2.05421 0.75190  C13 1.542, C15 1.520, H58 1.090, H59 1.086
15 C -1.59385 2.52782 -0.14131  C14 1.520, C16 1.525, H60 1.091, H61 1.088
16 C -2.72946 3.10347 0.69730  C15 1.525, C17 1.532, H62 1.093, H63 1.088
17 C -3.52135 2.03516 1.45827  C16 1.532, C18 1.536, H64 1.083, H65 1.091
18 C -4.73499 1.52035 0.66920  C17 1.536, C19 1.541, H66 1.087, H67 1.085
19 C -4.27336 0.50227 -0.39193  C18 1.541, S20 1.812, H68 1.086, H69 1.085
20 S -5.47051 -0.81481 -0.73363  C19 1.812, C21 1.741
21 C -4.95611 -1.94310 0.48876  S20 1.741, N22 1.287, O25 1.346
22 N -3.76573 -2.37800 0.71039  C21 1.287, N23 1.390
23 N -3.86986 -3.25871 1.78054  N22 1.390, C24 1.275
24 C -5.10445 -3.29373 2.09650  N23 1.275, O25 1.354, H70 1.073
25 O -5.86228 -2.47497 1.32995  C21 1.346, C24 1.354
26 N 1.72134 -1.09486 -0.02129  C11 1.534, C27 1.525, C32 1.523, C36 1.508
27 C 1.62921 -0.88038 -1.52788  N26 1.525, C28 1.531, H71 1.083, H72 1.082
28 C 2.11399 -2.00870 -2.44290  C27 1.531, C29 1.548, H73 1.086, H74 1.087
29 C 2.73511 -1.43326 -3.73832  C28 1.548, O30 1.395, H75 1.091, H76 1.089
30 O 2.61110 -2.33370 -4.79678  C29 1.395, C31 1.422
31 C 3.47496 -3.46034 -4.70865  O30 1.422, H77 1.094, H78 1.083, H79 1.088
32 C 1.40188 -2.56815 0.19371  N26 1.523, C33 1.540, H80 1.080, H81 1.085
33 C 1.03398 -3.10064 1.59149  C32 1.540, O34 1.193, O35 1.356
34 O 1.88159 -3.55270 2.29934  C33 1.193
35 O -0.27800 -3.11540 1.93479  C33 1.356, H82 0.970
36 C 3.03835 -0.66905 0.57821  C5 1.527, N26 1.508, C37 1.528, H83 1.093
37 C 4.29446 -1.35171 0.03878  C36 1.528, Cl38 1.792, C39 1.538, H84 1.083
38 Cl 4.79145 -2.70773 1.09990  C37 1.792
39 C 5.43521 -0.34025 -0.16146  C37 1.538, C40 1.514, Cl41 1.811, H85 1.081
40 C 6.78453 -0.95053 -0.47415  C39 1.514, H86 1.085, H87 1.083, H88 1.088
41 Cl 4.94438 0.67065 -1.58190  C39 1.811
42 H 4.25444 -0.69279 5.14286  C1 1.086
43 H 5.80423 -1.41007 4.73878  C1 1.084
44 H 4.35185 -1.97324 3.92400  C1 1.086
45 H 5.73333 -0.33771 2.49476  C2 1.085
46 H 5.54043 0.83107 3.76702  C2 1.090
47 H 3.97385 1.37113 2.02740  C3 1.098
48 H 2.80073 -1.33209 2.67911  C5 1.084
49 H 1.47031 1.18887 2.25261  C6 1.083
50 H -0.46701 -0.74495 2.93112  C7 1.081
51 H 1.00265 -1.13371 3.79080  C7 1.087
52 H 0.53032 0.47902 5.27942  C8 1.084
53 H 0.62081 1.72675 4.03261  C8 1.086
54 H -1.72846 1.64726 3.64719  C9 1.084
55 H -1.89381 0.08025 4.42951  C9 1.083
56 H 0.23188 1.13022 -1.03820  C13 1.086
57 H 1.54375 1.77743 -0.09352  C13 1.089
58 H 0.04098 2.93456 1.15727  C14 1.090
59 H -0.82541 1.49852 1.60930  C14 1.086
60 H -1.20895 3.32247 -0.78130  C15 1.091
61 H -1.92670 1.73423 -0.80657  C15 1.088
62 H -2.28945 3.78760 1.42689  C16 1.093
63 H -3.36302 3.71765 0.06137  C16 1.088
64 H -3.88228 2.46030 2.38624  C17 1.083
65 H -2.87531 1.18495 1.68284  C17 1.091
66 H -5.17901 2.36076 0.14263  C18 1.087
67 H -5.43461 1.05537 1.35569  C18 1.085
68 H -3.35248 0.02468 -0.06964  C19 1.086
69 H -4.06506 0.98593 -1.34032  C19 1.085
70 H -5.57929 -3.86444 2.87077  C24 1.073
71 H 2.17119 0.03029 -1.75259  C27 1.083
72 H 0.57506 -0.73287 -1.72105  C27 1.082
73 H 2.81597 -2.70974 -2.00103  C28 1.086
74 H 1.26105 -2.59519 -2.77618  C28 1.087
75 H 3.78094 -1.18501 -3.55258  C29 1.091
76 H 2.16818 -0.54780 -4.02105  C29 1.089
77 H 4.35330 -3.22570 -4.10053  C31 1.094
78 H 3.81798 -3.70322 -5.70635  C31 1.083
79 H 2.96939 -4.33647 -4.30856  C31 1.088
80 H 2.28881 -3.11840 -0.08304  C32 1.080
81 H 0.57334 -2.80585 -0.46445  C32 1.085
82 H -0.72708 -3.87371 1.52914  O35 0.970
83 H 3.14971 0.34881 0.19454  C36 1.093
84 H 4.12982 -1.81646 -0.92507  C37 1.083
85 H 5.49006 0.36941 0.65186  C39 1.081
86 H 6.81915 -1.29020 -1.50364  C40 1.085
87 H 7.05237 -1.73937 0.21709  C40 1.083
88 H 7.53775 -0.17102 -0.38621  C40 1.088
89 C -2.38340 2.81149 -3.83522  O90 1.420, H91 1.089, H92 1.094, H93 1.093
90 O -3.24197 2.79451 -2.70399  C89 1.420, H94 0.963
91 H -1.35893 2.74998 -3.47005  C89 1.089
92 H -2.57201 1.96179 -4.49731  C89 1.094
93 H -2.49739 3.73795 -4.40347  C89 1.093
94 H -4.15024 2.87280 -3.01463  O90 0.963
95 C 2.61040 -6.22135 -7.82764  O96 1.427, H97 1.087, H98 1.092, H99 1.092
96 O 3.08628 -6.03925 -6.49429  C95 1.427, H100 0.961
97 H 2.63251 -5.24916 -8.31277  C95 1.087
98 H 3.24913 -6.90857 -8.38616  C95 1.092
99 H 1.58444 -6.59548 -7.83504  C95 1.092
100 H 3.07125 -6.89670 -6.05968  O96 0.961
101 C -5.77158 5.68868 -1.99425  O102 1.426, H103 1.087, H104 1.091, H105 1.092
102 O -5.59465 4.46091 -2.69859  C101 1.426, H106 0.962
103 H -4.88582 5.83708 -1.38183  C101 1.087
104 H -5.86925 6.52885 -2.68409  C101 1.091
105 H -6.64964 5.64801 -1.34597  C101 1.092
106 H -6.37388 4.31811 -3.24467  O102 0.962
107 C -6.71946 4.40320 2.49384  O108 1.425, H109 1.088, H110 1.093, H111 1.092
108 O -5.71288 3.58289 3.08121  C107 1.425, H112 0.962
109 H -6.24814 4.96544 1.69099  C107 1.088
110 H -7.52922 3.79996 2.07531  C107 1.093
111 H -7.13399 5.10604 3.21972  C107 1.092
112 H -6.12208 3.08364 3.79440  O108 0.962